No. 1
Density functional theory data (ωB97M-V with the def2-TZVPD basis set) for a structure of composition C30H30BN12O9S2Y in a non-equilibrium geometry.

## Properties
* HOMO-LUMO gap (spin up / spin down): 9.1 / 5.7 eV
* total energy: -3355.4646 Eh
* largest force on an atom: 0.03778 Eh/bohr
* E_LUMO (spin up / spin down): 2.2 / -1.2 eV
* HOMO energy (spin up / spin down): -6.9 / -6.9 eV
* total charge: -1
* spin multiplicity: 2
* relative energy (zero: lowest compared OMol25 entry of this formula, charge and spin): 0.0 kJ/mol

Structure (XYZ):
```
85
Properties=species:S:1:pos:R:3:forces:R:3
Y -17.104655 -2.780365 14.926199 0.1 0.0 0.6
S -18.094984 -5.245359 16.921044 -0.2 0.1 0.3
S -13.421004 -6.847497 9.977430 1.2 0.0 -0.8
O -16.027129 -1.000607 11.063279 -0.1 -0.3 0.2
O -20.856153 0.928872 10.976891 0.7 -0.5 -0.2
O -12.570204 -5.987005 9.160195 -1.0 -0.5 1.0
O -19.388705 -2.625749 15.572993 -0.5 0.5 -0.3
O -16.274775 -2.417982 12.807133 -0.2 0.3 -0.3
O -16.348325 -6.119222 12.773736 -0.5 0.0 0.2
O -21.486559 -1.777235 15.372789 0.3 -0.1 0.1
O -16.098359 -4.871076 14.626182 -0.3 0.1 -0.7
O -14.088805 -7.962366 9.352619 -0.2 0.4 0.4
N -16.464113 -0.734834 17.949433 0.2 0.9 1.3
N -15.239284 -3.398922 16.729563 0.3 0.5 0.0
N -18.547985 -1.404701 13.444350 -1.1 0.8 0.0
N -17.423586 -1.344393 17.252547 -1.0 -0.7 -0.6
N -19.702390 -4.597069 19.153011 0.4 -0.2 -0.7
N -15.294730 -0.922318 15.089890 -0.2 -0.2 -0.4
N -14.163346 0.384007 19.602889 -0.5 0.5 1.4
N -13.946872 -0.435782 18.583900 1.3 -0.1 -0.1
N -14.513455 -5.956147 10.757318 -0.4 -0.2 0.0
N -14.653327 -0.503257 16.208322 0.4 0.7 -1.0
N -14.726553 -2.596425 17.690658 -0.5 0.8 -0.4
N -18.514958 -4.253226 13.493987 0.2 0.6 0.2
C -14.233085 -4.723876 11.513093 -0.2 -0.7 0.4
C -11.650616 -9.195316 12.850855 0.8 -0.3 -0.7
C -13.792005 0.490452 15.854605 -0.4 -0.1 0.5
C -14.154287 -4.632235 18.244856 0.1 -1.1 0.0
C -10.152006 -7.404558 12.286109 -1.2 -1.0 0.3
C -13.876107 0.730767 14.504407 0.0 -0.5 0.7
C -19.050035 -4.863124 18.216372 -0.2 0.2 0.3
C -18.867507 -0.247015 11.392414 0.8 -0.7 0.8
C -19.842091 -1.129674 13.800514 1.4 -0.4 -0.7
C -12.512882 -8.740565 11.861354 -1.2 -0.6 0.5
C -14.328188 -4.925828 13.022672 0.0 0.3 0.1
C -18.360397 -0.341647 19.052258 0.6 0.1 -0.2
C -18.059859 -0.987158 12.258527 -1.7 -0.2 0.9
C -14.845806 -4.623230 17.037629 -0.7 -0.6 -0.1
C -10.414198 -8.582775 13.017955 0.1 1.4 -0.5
C -17.009186 -0.092238 19.036982 0.9 -0.4 -0.6
C -9.358506 -9.078653 13.933039 0.3 -1.0 -0.2
C -20.685769 -0.367210 13.002200 0.8 -0.7 0.4
C -11.106084 -6.915967 11.415221 0.9 0.5 0.1
C -14.822285 -0.203409 14.069025 -0.2 -0.1 -0.7
C -16.663086 -1.505195 11.982721 0.3 0.0 -0.2
C -20.310324 -1.889828 15.046233 0.4 -0.3 0.2
C -15.716081 -5.332983 13.489438 0.6 0.0 0.1
C -18.577466 -1.120144 17.888946 -0.2 -0.2 0.9
C -12.606265 -0.728358 18.514600 -0.6 0.1 0.2
C -12.286130 -7.567457 11.174490 -0.3 0.0 -0.1
C -20.154487 0.079245 11.798006 -0.5 1.0 -0.4
C -14.073856 -3.337014 18.614771 0.0 1.6 0.8
C -11.976318 -0.090024 19.562340 -0.6 -0.5 -0.6
C -13.008843 0.555772 20.248427 -0.4 0.3 -1.2
B -14.989487 -1.027426 17.616689 0.2 -0.5 0.2
H -13.658334 -5.720722 13.340040 0.3 -0.2 0.1
H -11.850145 -10.131748 13.362863 -0.1 0.1 0.0
H -18.991402 -0.010003 19.869982 -0.3 -0.2 -0.5
H -21.697144 -0.202144 13.345336 -0.1 0.1 -0.1
H -12.259345 -1.396828 17.750116 0.3 0.0 -0.1
H -18.440198 0.025511 10.454212 -0.1 0.4 -0.5
H -13.283508 1.461868 13.992321 -0.1 0.0 -0.4
H -15.138985 -5.431154 16.386688 0.2 0.0 0.2
H -13.617642 -2.872623 19.496296 -0.3 -0.3 -0.5
H -16.330904 0.456907 19.678123 -0.4 -0.1 0.0
H -14.931676 -3.959431 11.227493 -0.4 0.3 -0.3
H -14.032991 -4.011530 13.543924 0.0 -0.1 -0.1
H -8.629830 -9.714448 13.388611 -0.3 0.4 0.2
H -18.721527 -3.629971 12.736729 -0.4 0.1 -0.3
H -17.945592 -4.988703 13.138159 0.4 -0.9 -0.4
H -21.762802 1.042925 11.255359 -0.3 -0.1 0.4
H -15.311309 -6.460719 11.170164 0.4 0.0 -0.2
H -9.254271 -6.842159 12.419279 0.6 0.1 0.1
H -15.133152 -0.389947 13.029287 0.3 0.2 1.0
H -10.941923 -0.096175 19.780520 0.7 -0.1 0.2
H -13.265007 -4.370101 11.254837 0.9 0.3 -0.3
H -13.411207 -9.326660 11.690169 0.0 0.2 -0.1
H -19.353233 -4.636973 13.877261 -0.6 -0.1 0.2
H -13.204699 0.998336 16.590682 0.2 0.0 0.2
H -19.504863 -1.626385 17.633377 0.4 0.3 -0.4
H -10.879719 -6.020127 10.889662 0.0 0.6 -0.4
H -9.807656 -9.730316 14.677706 0.1 0.1 0.4
H -8.822726 -8.246154 14.375585 0.1 -0.1 0.3
H -13.856147 -5.475183 18.825552 0.4 -0.4 0.0
H -12.919061 1.241948 21.066623 -0.2 0.0 0.3
```
Forces are in eV/Å.

***

No. 2
Density functional theory data (ωB97M-V with the def2-TZVPD basis set) for a cluster of 2 separate species, C3H9N2S in total in a non-equilibrium geometry.

## Properties
* HOMO-LUMO gap (spin up / spin down): 6.1 / 6.4 eV
* total energy: -626.8719 Eh
* largest force on an atom: 0.11722 Eh/bohr
* E_LUMO (spin up / spin down): -3.4 / -8.3 eV
* HOMO energy (spin up / spin down): -9.5 / -14.7 eV
* total charge: +1
* spin multiplicity: 3
* relative energy (zero: lowest compared OMol25 entry of this formula, charge and spin): 370.9 kJ/mol

Structure (XYZ):
```
15
Properties=species:S:1:pos:R:3:forces:R:3
S 1.219054 0.375970 -0.704571 1.0 -1.9 -3.1
N -1.356536 0.621336 0.001917 0.3 1.9 -2.0
N 1.880858 0.213257 0.812136 -2.6 0.7 1.1
C 0.101518 -1.121167 -0.830007 -0.1 1.6 2.5
C -1.165690 -0.775832 0.045346 -0.4 -2.8 -0.9
C -0.193966 1.378978 0.157819 -1.3 5.9 -0.5
H -0.948786 -0.985389 1.074905 0.2 -0.4 0.7
H -0.093774 -1.183242 -1.842597 -0.6 -0.6 -2.1
H 2.809633 -0.051964 0.791901 2.2 -1.0 0.0
H -1.887301 1.108406 -0.722252 -1.0 -0.9 0.3
H 0.189565 1.581354 1.136805 -0.5 0.2 0.8
H 1.205318 -0.420614 1.244961 1.3 0.0 0.9
H -2.048927 -1.455576 -0.231209 1.1 1.5 0.2
H 0.623293 -1.982869 -0.408006 0.0 0.1 -0.2
H -0.334264 2.697349 -0.527141 0.4 -4.3 2.2
```
Forces are in eV/Å.

***

- Among the records above, which one has the highest spin multiplicity?
  C3H9N2S

***

- What is the total charge in the first record?
  -1